Below is the molecule C3H9NO2 in a non-equilibrium geometry, with properties calculated with the ωB97M-V functional and the def2-TZVPD basis.

The calculation puts the highest occupied orbital energy at -0.325 Ha. The LUMO energy comes out at 0.744 eV. The SMILES is CC(O)(O)CN. The energy relative to the best compared isomer or geometry (same formula, charge and spin) is 65.3 kcal per mole.

Structure (XYZ):
```
15
C3H9NO2 (the ωB97M-V functional and the def2-TZVPD basis)
O 1.61125 1.00441 -0.62336
O -0.57535 0.89820 -1.37908
N -1.40523 -0.36083 1.39807
C 0.40787 0.32649 -0.60996
C -0.23634 0.41600 1.06669
C 0.63493 -1.13065 -0.94024
H 0.62435 0.03792 1.61666
H 1.42304 1.94970 -0.54369
H -1.23208 -1.35447 1.30839
H -2.18367 -0.12809 0.79063
H 0.99202 -1.17954 -1.96864
H -0.36025 1.45324 1.40799
H -0.77872 1.30752 -0.36360
H 1.38269 -1.56557 -0.28119
H -0.30451 -1.67433 -0.87869
```

=====

Below is the molecule C8H12O in a non-equilibrium geometry, with properties calculated with the ωB97M-V functional and the def2-TZVPD basis.

The calculation puts the highest occupied orbital energy at -0.346 Ha. The LUMO energy comes out at 0.895 eV. The SMILES is O[C@@H]1C=CC[C@H]2C[C@@H]2C1. The energy relative to the best compared isomer or geometry (same formula, charge and spin) is 71.7 kcal per mole.

Structure (XYZ):
```
21
C8H12O (the ωB97M-V functional and the def2-TZVPD basis)
O -2.76290 -0.32445 1.15355
C -0.70826 1.00493 0.97054
C 1.29955 -1.02537 -1.02279
C 0.51606 1.08412 0.09466
C -1.71737 0.01974 0.28643
C -1.26231 -1.06463 -0.67020
C 1.32012 -0.14044 0.12802
C 2.03504 1.21036 0.39111
C -0.12933 -1.42000 -1.28565
H 1.96710 -1.86653 -0.73789
H 2.46736 1.48181 1.31728
H 1.02459 -0.65563 0.99664
H 0.46534 1.52934 -0.92485
H -0.46220 -2.19925 -2.01871
H -0.51110 0.61943 2.01103
H -2.25814 0.58628 -0.42407
H 1.77935 -0.39457 -1.87276
H 2.63911 1.61161 -0.46839
H -2.25758 -1.55125 -1.07071
H -2.32070 -0.54241 2.08533
H -1.12372 2.03692 1.06143
```

=====

Below is a structure of composition C5H10CrO5 in a non-equilibrium geometry, with properties calculated with the ωB97M-V functional and the def2-TZVPD basis.

The calculation puts the highest occupied orbital energy (alpha / beta) at -0.632 / -0.632 Ha. Its net charge is +2. As for the spin multiplicity: 5. The LUMO energy (alpha / beta) comes out at -9.667 / -9.666 eV. The energy relative to the best compared isomer or geometry (same formula, charge and spin) is 27.8 kcal per mole.

Structure (XYZ):
```
21
C5H10CrO5 (the ωB97M-V functional and the def2-TZVPD basis)
Cr 1.58746 -1.06412 -4.81232
O 2.00494 1.78499 1.21604
O -0.05490 -0.19906 -1.81290
O 1.35273 0.28926 -3.45152
O -2.46261 -1.45256 0.56566
O 0.32867 -1.64652 -3.49904
C 1.07108 1.70885 2.28924
C 0.52396 -0.52415 -2.93809
C -0.92970 -1.17432 -1.19127
C 0.47380 0.34272 2.32859
C -1.50910 -0.58662 0.05988
H 0.28347 2.47173 2.16785
H -0.58333 -0.17717 1.04930
H -0.18814 0.16141 3.17929
H -1.72177 -1.42227 -1.90869
H 1.59175 1.93029 3.23944
H -3.08787 -0.97289 1.14749
H 1.19614 -0.47701 2.26633
H -1.91737 0.42039 -0.11381
H 2.39130 2.66467 1.18049
H -0.35052 -2.07764 -0.96194
```

=====

Below is the molecule C20H16FN3O2, with properties calculated with the ωB97M-V functional and the def2-TZVPD basis.

The calculation puts the highest occupied orbital energy at -0.325 Ha. The LUMO energy comes out at 0.590 eV. The SMILES is O=C(Nc1ccccc1C(=O)NCc1cccnc1)c1ccccc1F. The energy relative to the best compared isomer or geometry (same formula, charge and spin) is 0.0 kcal per mole.

Structure (XYZ):
```
42
C20H16FN3O2 (the ωB97M-V functional and the def2-TZVPD basis)
F -0.55615 4.07531 0.37501
O -0.12798 0.04168 0.60342
O 1.15602 -0.62464 -1.98643
N 1.68168 -2.09479 -0.34001
N -2.74649 -2.12590 -0.34004
N 0.94877 1.85799 -0.22654
C 2.26450 1.41896 -0.03845
C -3.82629 1.75240 -0.49369
C 0.82359 -3.15205 -0.83983
C -2.12833 -3.49891 1.50619
C -1.61435 3.27823 0.06945
C -1.45273 1.90030 -0.04938
C -0.55218 -3.06541 -0.23930
C -1.53988 -2.29984 -0.84867
C -3.03120 -2.71049 0.81172
C -2.59527 1.14841 -0.31881
C 1.70571 -0.87406 -0.93303
C -3.95174 3.12708 -0.38279
C -0.86315 -3.67249 0.97008
C 4.87752 0.61147 0.45952
C 2.63512 0.09279 -0.26600
C 3.94323 -0.29811 -0.00028
C -0.16273 1.16699 0.14398
C 4.51335 1.93505 0.64884
C -2.83944 3.89646 -0.08970
C 3.21389 2.33508 0.40721
H -4.68880 1.14283 -0.71258
H -0.12552 -4.27374 1.48524
H -1.33975 -1.79588 -1.78536
H 0.76834 -3.02133 -1.92327
H 5.89018 0.29361 0.65592
H 2.91988 3.36261 0.56683
H 1.29146 -4.11310 -0.60551
H 1.93031 -2.13810 0.63630
H 5.24159 2.65518 0.99046
H -2.50250 0.07584 -0.38942
H -2.40348 -3.95710 2.44392
H -4.91103 3.60371 -0.51480
H -4.02935 -2.53304 1.19116
H -2.90460 4.96768 0.02053
H 4.23192 -1.32211 -0.18747
H 0.85591 2.83145 -0.47443
```

=====

Below is the molecule C4H8S2Si in a non-equilibrium geometry, with properties calculated with the ωB97M-V functional and the def2-TZVPD basis.

The calculation puts the highest occupied orbital energy (alpha / beta) at -0.272 / -0.302 Ha. The LUMO energy (alpha / beta) comes out at -1.874 / -1.174 eV. The energy relative to the best compared isomer or geometry (same formula, charge and spin) is 133.3 kcal per mole.

Structure (XYZ):
```
15
C4H8S2Si (the ωB97M-V functional and the def2-TZVPD basis)
S -1.33188 -0.20807 -3.70316
S -1.65409 0.38705 -1.78024
Si -1.35094 1.36258 1.65977
C 0.64643 -0.93857 -1.36181
C 0.86398 -0.28635 1.41845
C -0.17119 0.37199 0.61861
C -0.31584 0.03882 -0.75701
H 0.72700 -0.45699 2.48791
H -1.14888 2.09669 2.99867
H 0.69686 -1.90922 -0.92239
H 1.69394 0.31494 1.34584
H 1.83633 -0.70302 -1.26388
H 1.15875 -1.18888 1.07992
H -2.19626 2.11544 0.71702
H 0.54578 -0.99641 -2.53770
```

=====

Below is the molecule C15H16ClFO3S in a non-equilibrium geometry, with properties calculated with the ωB97M-V functional and the def2-TZVPD basis.

The calculation puts the highest occupied orbital energy at -0.335 Ha. The LUMO energy comes out at 0.464 eV. The energy relative to the best compared isomer or geometry (same formula, charge and spin) is 0.3 kcal per mole.

Structure (XYZ):
```
37
C15H16ClFO3S (the ωB97M-V functional and the def2-TZVPD basis)
Cl -4.97813 -1.79086 -0.87705
S 1.15817 2.47196 1.62395
F -3.68594 -2.67493 -3.34957
O -0.51523 -0.22513 2.74094
O 2.39666 3.20225 2.14447
O -0.59447 -2.24000 1.56546
C -0.95618 -3.00978 2.61400
C -2.75469 -2.00707 -2.64636
C -2.48879 -0.76182 -0.52972
C 0.65914 -0.12576 0.70572
C -0.30335 0.68825 -0.24183
C 2.95027 0.97171 0.59036
C -0.82658 -0.64993 -2.22607
C 0.18368 1.99492 -0.90776
C -3.25503 -1.57948 -1.33274
C 1.69695 0.81047 1.41062
C -1.20084 -0.24731 -0.97324
C 2.78136 2.08702 -0.47367
C -1.56887 -1.45078 -3.11527
C -0.16240 -0.91465 1.76626
C 1.35234 2.70001 -0.16789
H -1.34458 -3.96656 2.31416
H 1.12738 -0.88568 0.00015
H 1.52470 3.82723 -0.41684
H 3.61322 2.78082 -0.25329
H -1.11515 -1.85102 -3.96452
H 0.18459 -0.44509 -2.47109
H -2.91282 -0.31824 0.38987
H 0.57609 1.66364 -1.87078
H -1.74726 -2.42429 3.16237
H 3.24724 0.09672 -0.03036
H 1.93813 0.55484 2.52911
H 2.83484 1.83782 -1.56535
H 0.00845 -3.12797 3.20705
H -0.60092 2.66889 -1.14871
H 3.73751 1.21912 1.31526
H -0.95953 1.12069 0.48236
```

=====

Below is a structure of composition C10H27Cl2O2P2SSm in a non-equilibrium geometry, with properties calculated with the ωB97M-V functional and the def2-TZVPD basis.

The calculation puts the highest occupied orbital energy (alpha / beta) at -0.569 / -0.568 Ha. Its net charge is +2. As for the spin multiplicity: 6. The LUMO energy (alpha / beta) comes out at -7.816 / -6.532 eV. The energy relative to the best compared isomer or geometry (same formula, charge and spin) is 0.0 kcal per mole.

Structure (XYZ):
```
45
C10H27Cl2O2P2SSm (the ωB97M-V functional and the def2-TZVPD basis)
Sm 0.74962 0.16023 0.26441
Cl 1.30103 -0.12133 -2.98712
Cl 2.70470 0.09158 1.85929
S -0.94052 -0.77570 3.02303
P 0.79612 -2.89779 -0.24285
P 0.45507 3.05675 -0.54649
O -0.85607 0.04609 1.66938
O -0.92764 -0.23163 -1.61855
C -0.36580 -3.89920 0.76866
C -1.26708 -0.04753 -4.01252
C -2.73243 -0.83923 3.21422
C -0.59661 4.16372 0.46486
C 0.02109 3.67503 -2.22048
C -0.47135 -0.15829 -2.78923
C 0.49848 -3.68072 -1.87244
C 2.39229 -3.67517 0.20598
C -0.45222 0.47062 4.23540
C 2.09556 3.85721 -0.32900
H -0.54989 -3.52475 -2.16053
H 1.14566 -3.21919 -2.62893
H -3.14182 -1.14273 2.24365
H 0.23250 1.20217 3.79579
H 2.05142 4.88621 -0.70996
H 3.18476 -3.22336 -0.40376
H -1.33193 0.95656 4.65126
H -0.18465 -3.70447 1.83451
H -1.00763 3.37360 -2.45116
H -0.93053 -0.78672 -4.75167
H 0.69237 3.25071 -2.97648
H 2.35423 -4.75816 0.02772
H 0.70034 -4.76265 -1.82581
H 0.08875 4.77182 -2.25185
H -0.26017 -4.97587 0.56118
H 2.59952 -3.46401 1.26224
H 2.35592 3.85377 0.73713
H 0.07129 -0.08581 5.01779
H -2.96093 -1.58044 3.98194
H 2.86433 3.29580 -0.87652
H -3.08846 0.15659 3.48897
H -0.18390 4.25119 1.47937
H -2.30740 -0.22101 -3.73520
H -0.67161 5.16580 0.01543
H -1.60493 3.73320 0.53852
H -1.13179 0.94056 -4.47448
H -1.38970 -3.58344 0.52425
```

=====

Below is a structure of composition C31H48N5O10PS2SbW, with properties calculated with the ωB97M-V functional and the def2-TZVPD basis.

The calculation puts the highest occupied orbital energy at -0.380 Ha. Its net charge is +1. The LUMO energy comes out at -3.444 eV. The energy relative to the best compared isomer or geometry (same formula, charge and spin) is 0.0 kcal per mole.

Structure (XYZ):
```
99
C31H48N5O10PS2SbW (the ωB97M-V functional and the def2-TZVPD basis)
W -0.37964 -0.53346 -0.03426
Sb -0.73626 -0.96029 -2.88357
S -1.73776 0.77505 2.97135
S 3.47814 1.28089 -2.42943
P -2.41552 -2.70591 0.09292
O 2.45488 0.67522 -3.32649
O -2.60260 1.43868 2.04790
O -2.98398 -3.69811 -0.81359
O -2.21987 -0.30235 3.78330
O -2.60513 -2.91118 1.62560
O -0.86169 -2.42880 -0.12788
O -0.75085 3.26064 0.31231
O 1.17900 -0.27165 -0.61494
O -1.06474 1.18457 -0.46338
O -2.83260 -1.16365 -0.10142
N 0.80024 4.77547 6.45609
N 0.85172 -1.53522 1.58234
N 0.85607 -0.71164 3.79533
N 3.03686 2.81354 -1.92577
N -0.53637 0.08841 1.98153
C -0.17384 4.18026 4.33718
C 1.97660 2.84929 -0.92979
C -0.44800 2.41612 -0.46979
C -0.59509 1.59816 5.28493
C -0.02743 2.54228 6.10936
C 0.91703 -2.12782 -3.48263
C 1.83791 -1.57428 4.04880
C 0.19850 3.84784 5.64760
C -4.26895 -0.65921 -0.19451
C 5.87133 2.54510 -2.97880
C 4.79676 1.83654 -3.49908
C -3.93631 -4.88438 2.09533
C 6.87929 2.59398 -5.17735
C 1.86887 -2.35353 1.81911
C 4.75574 1.48357 -4.83775
C 7.99186 3.01729 -6.09498
C 5.79575 1.87043 -5.66855
C -2.37602 -2.06702 -3.63601
C -0.68773 0.70190 -4.19357
C -4.14577 0.74611 -0.74083
C -1.43025 -5.03767 1.89135
C -0.94746 1.94374 3.98262
C 6.90261 2.92142 -3.82278
C 0.59530 2.57486 -1.53907
C -2.46011 -3.77909 3.80679
C 0.41677 -0.72252 2.55273
C -0.75031 3.23958 3.51270
C -5.04003 -1.54745 -1.15305
C 2.39983 -2.41313 3.09195
C -4.87424 -0.70213 1.19426
C -2.60829 -4.19939 2.35781
H -2.03715 -2.55607 -4.54868
H -2.70562 -2.80816 -2.91238
H 3.20846 -3.08445 3.33522
H 7.74180 3.47767 -3.42380
H -1.51550 -3.25530 3.96027
H -6.03738 -1.11990 -1.25951
H -1.05237 0.37275 -5.16551
H 2.21488 2.08966 -0.18241
H 0.73223 5.74475 6.19973
H -4.98574 -1.72856 1.54180
H -5.86682 -0.25195 1.14521
H -4.57503 -1.57574 -2.13641
H 0.80295 -2.40392 -4.52918
H -3.58296 1.38671 -0.06997
H 1.98538 3.81616 -0.42796
H -2.48608 -4.66000 4.44873
H 0.83138 4.59659 7.44446
H 2.20208 -1.58779 5.06978
H 0.34166 1.04555 -4.27464
H 2.92119 3.47084 -2.69141
H -4.27703 -0.14325 1.90840
H -3.98350 -5.81351 2.66417
H 0.65325 1.68964 -2.16379
H -0.02185 5.19057 3.97806
H -0.77658 0.59407 5.63904
H 2.21910 -2.96383 0.99603
H 0.95755 -3.02728 -2.87092
H -1.32920 1.49671 -3.81699
H 3.91494 0.91604 -5.21298
H -3.26740 -3.10613 4.09309
H 8.32493 2.18532 -6.71556
H 0.24204 2.28149 7.12528
H -5.14991 1.15472 -0.85818
H -4.05159 -5.11600 1.03721
H -1.38502 -5.95518 2.47826
H -4.76099 -4.24669 2.41560
H -5.14018 -2.56750 -0.78752
H 5.89852 2.80652 -1.92869
H 1.81282 -1.52385 -3.34749
H -1.06159 3.50177 2.51124
H -1.53204 -5.31344 0.84048
H 7.65615 3.81083 -6.76496
H 8.84759 3.39097 -5.53542
H 5.76766 1.60053 -6.71745
H 0.29207 3.42024 -2.16163
H -0.49452 -4.49344 2.03308
H -3.18669 -1.38261 -3.87884
H -3.67015 0.73341 -1.72480
```